{
  "formula": "C34H24Cl2F10N8OSTl",
  "method": "the ωB97M-V functional and the def2-TZVPD basis",
  "relative_energy_kcal_mol": 12.34,
  "charge": -1,
  "orbital_gap_ev": 6.15,
  "symbols": ["Tl", "C", "N", "C", "C", "N", "C", "C", "F", "C", "F", "C", "F", "C", "F", "C", "F", "C", "C", "N", "C", "C", "F", "C", "F", "C", "F", "C", "F", "C", "F", "H", "H", "H", "H", "H", "H", "H", "H", "H", "H", "H", "C", "C", "N", "N", "C", "N", "S", "C", "C", "C", "C", "C", "N", "H", "H", "H", "H", "H", "H", "H", "H", "H", "Cl", "C", "C", "C", "Cl", "C", "C", "C", "C", "N", "C", "C", "O", "H", "H", "H", "H"],
  "coordinates": [[0.969071, 0.354504, 0.385297], [2.885835, -0.096271, 3.141247], [1.756639, 0.777141, 2.816140], [2.160813, 2.183963, 2.780338], [1.163318, 3.062494, 2.040844], [1.212812, 2.749070, 0.628226], [0.614962, 3.599746, -0.252630], [1.095670, 3.668629, -1.584826], [2.189685, 2.982447, -1.902609], [0.571400, 4.497051, -2.547283], [1.108207, 4.530462, -3.771597], [-0.472205, 5.354461, -2.250363], [-0.987610, 6.165541, -3.185575], [-0.941993, 5.371683, -0.959630], [-1.938235, 6.205778, -0.631921], [-0.414267, 4.531343, 0.005164], [-0.989750, 4.614434, 1.225598], [0.666378, 0.531384, 3.745996], [-0.757971, 0.827306, 3.252805], [-0.937838, 0.779817, 1.817889], [-2.200399, 0.792336, 1.324854], [-2.456327, 1.299471, 0.023652], [-1.440245, 1.848232, -0.645552], [-3.669322, 1.257303, -0.616447], [-3.777915, 1.706665, -1.865193], [-4.783004, 0.758134, 0.029474], [-5.967038, 0.672511, -0.587432], [-4.627451, 0.346274, 1.332114], [-5.688148, -0.116784, 2.003985], [-3.396026, 0.380679, 1.961301], [-3.393530, -0.060789, 3.242475], [3.255566, 0.093203, 4.162116], [2.578483, -1.140338, 3.062549], [3.696063, 0.069847, 2.437015], [2.294033, 2.555572, 3.808230], [3.115455, 2.250918, 2.257606], [0.168570, 2.964813, 2.484467], [1.483521, 4.099121, 2.198969], [0.732702, -0.513797, 4.036870], [0.819046, 1.121232, 4.660613], [-1.398411, 0.125209, 3.792337], [-1.041930, 1.825838, 3.609821], [2.522134, -3.976613, -1.256741], [1.947462, -2.892187, -0.391413], [2.255611, -1.657213, -0.572072], [3.098723, -1.335141, -1.532312], [3.643825, -0.135385, -1.444630], [4.265112, 0.310012, -2.562171], [3.701824, 0.814209, -0.022002], [1.049455, -3.255757, 0.720594], [0.572823, -4.567357, 0.813301], [-0.212591, -4.942558, 1.886914], [-0.523023, -4.002933, 2.853819], [-0.038940, -2.716528, 2.676252], [0.733652, -2.343851, 1.658390], [3.233240, -3.531428, -1.945800], [3.029248, -4.733926, -0.652199], [1.736350, -4.468711, -1.839348], [3.942544, -0.090716, -3.430907], [4.460015, 1.295991, -2.572827], [0.811266, -5.281173, 0.037232], [-0.582764, -5.958858, 1.961411], [-1.137654, -4.244723, 3.710945], [-0.312151, -1.939901, 3.379305], [1.635721, 0.797520, -4.758305], [0.371428, -0.207718, -4.115837], [-0.432896, -0.916331, -5.007651], [-1.435184, -1.722821, -4.546845], [-2.441354, -2.573831, -5.695776], [-1.665589, -1.857110, -3.162835], [-2.685334, -2.661383, -2.609780], [-2.833152, -2.731152, -1.255262], [-1.947380, -2.010528, -0.440625], [-0.993810, -1.246933, -0.916791], [-0.842722, -1.131137, -2.255034], [0.190151, -0.222053, -2.721918], [0.901341, 0.499865, -1.947212], [-0.263902, -0.811279, -6.071238], [-3.344166, -3.203595, -3.274338], [-3.621506, -3.316618, -0.799585], [-2.046418, -2.056781, 0.636353]],
  "atomic_forces_ev_per_a": [[-0.01, 1.06, 0.04], [0.11, 0.06, 0.17], [0.19, -0.29, -0.18], [-0.08, 0.11, -0.09], [-0.06, 0.09, -0.26], [-0.08, -0.54, -0.15], [0.00, 0.38, 0.04], [0.01, 0.07, 0.36], [0.20, -0.24, -0.15], [-0.11, -0.01, 0.01], [0.11, -0.04, -0.20], [0.05, -0.06, 0.06], [-0.06, 0.11, -0.13], [0.06, -0.03, 0.10], [-0.18, 0.11, 0.05], [0.15, -0.20, -0.09], [-0.02, -0.13, 0.13], [-0.14, 0.03, -0.06], [-0.13, 0.07, -0.06], [0.53, -0.55, -0.43], [-0.44, 0.15, -0.02], [0.22, -0.18, 0.31], [0.21, -0.15, -0.25], [-0.01, -0.09, 0.05], [-0.02, 0.11, -0.26], [0.10, -0.04, 0.10], [-0.21, 0.03, -0.09], [0.03, 0.08, 0.00], [-0.20, -0.10, 0.14], [0.26, 0.00, -0.06], [-0.06, -0.18, 0.03], [-0.06, 0.01, -0.03], [-0.02, 0.08, -0.01], [-0.02, 0.00, -0.01], [0.02, -0.05, 0.03], [0.01, -0.02, 0.03], [0.05, 0.07, 0.04], [-0.03, 0.08, 0.03], [0.06, -0.01, -0.03], [0.07, -0.05, 0.08], [0.05, 0.01, 0.02], [-0.06, 0.02, 0.04], [-0.01, -0.08, 0.04], [0.15, 0.00, -0.10], [-0.48, -0.05, 0.98], [0.07, 0.08, -0.87], [0.04, -0.14, 0.35], [0.20, 0.00, -0.05], [-0.18, 0.02, -0.17], [-0.18, 0.03, 0.24], [-0.01, -0.04, -0.07], [0.01, -0.08, -0.04], [-0.05, 0.02, -0.01], [-0.02, 0.06, -0.23], [-0.06, 0.01, -0.26], [-0.02, -0.04, 0.02], [-0.05, -0.01, -0.05], [0.04, 0.00, 0.04], [-0.05, 0.00, 0.07], [-0.01, 0.04, -0.01], [0.00, 0.01, 0.06], [0.01, 0.04, 0.00], [0.01, 0.02, -0.03], [0.01, -0.02, -0.01], [-0.06, 0.03, -0.06], [-0.02, 0.10, 0.27], [-0.04, -0.05, 0.02], [0.04, 0.06, -0.10], [0.00, -0.01, 0.02], [0.06, 0.05, 0.15], [0.00, 0.01, -0.01], [-0.08, -0.04, -0.02], [0.16, 0.14, 0.08], [0.05, 0.17, 0.16], [-0.06, -0.04, -0.13], [0.16, -0.07, -0.27], [-0.27, 0.04, 0.56], [0.03, -0.02, 0.03], [-0.01, 0.00, 0.01], [0.04, -0.01, -0.03], [0.07, 0.02, 0.14]]
}

---

{
  "formula": "C18H36BeFO9",
  "method": "the ωB97M-V functional and the def2-TZVPD basis",
  "charge": 1,
  "orbital_gap_ev": 5.09,
  "symbols": ["Be", "F", "C", "C", "C", "O", "C", "H", "H", "H", "H", "H", "H", "H", "H", "C", "C", "C", "O", "C", "H", "H", "H", "H", "H", "H", "H", "H", "C", "C", "C", "O", "C", "H", "H", "H", "H", "H", "H", "H", "H", "C", "O", "C", "O", "O", "C", "H", "H", "H", "H", "H", "H", "C", "O", "C", "O", "O", "C", "H", "H", "H", "H", "H", "H"],
  "coordinates": [[-3.009267, -0.388806, -0.305946], [-1.105363, -0.415708, 0.140444], [-2.323159, 3.388722, 0.258406], [-3.419414, 3.639923, -0.750358], [-3.661690, 2.238046, -1.339272], [-2.989121, 1.296329, -0.545467], [-1.886341, 1.984178, -0.037263], [-2.680409, 3.495363, 1.282662], [-1.553246, 4.159973, 0.235853], [-3.069675, 4.292332, -1.550441], [-4.273895, 4.080422, -0.236634], [-3.262761, 2.289280, -2.352355], [-4.691047, 1.899097, -1.456067], [-1.111175, 2.045445, -0.801118], [-1.433173, 1.447037, 0.795944], [0.757733, -1.281829, 2.523045], [0.532176, -1.667003, 3.964337], [0.140035, -3.096798, 3.724480], [-0.652377, -3.091279, 2.499786], [-0.353060, -1.918785, 1.712763], [1.720249, -1.684354, 2.207398], [0.765892, -0.200490, 2.386154], [-0.264655, -1.014520, 4.321304], [1.354529, -1.481118, 4.655186], [-0.503895, -3.303452, 4.579321], [1.013988, -3.746332, 3.675325], [-1.279361, -1.349029, 1.786561], [-0.021424, -2.224252, 0.720394], [2.066911, 1.375826, 1.031677], [3.092052, 1.398172, -0.010572], [2.485313, 2.085625, -1.234752], [1.198513, 2.521286, -0.851831], [0.781721, 1.694037, 0.291069], [2.227773, 2.188007, 1.740602], [2.114931, 0.431180, 1.573381], [3.505506, 0.429648, -0.291878], [3.800947, 2.104817, 0.420973], [2.459305, 1.323769, -2.013857], [3.125452, 2.913122, -1.540606], [0.310998, 0.785719, -0.085072], [0.110668, 2.283336, 0.915973], [1.153494, -0.926079, -0.587336], [1.576764, -2.294600, -0.575312], [2.663549, -2.558173, 0.189429], [3.462469, -1.730996, 0.682697], [2.795063, -3.921935, 0.360821], [3.749504, -4.424882, 1.348347], [0.232809, -0.751720, -1.144147], [1.894833, -0.178321, -0.869064], [0.836044, -0.598425, 0.402589], [3.687914, -5.512169, 1.302467], [3.501026, -4.143914, 2.371783], [4.778861, -4.133883, 1.138964], [-3.674232, -0.708473, -4.197960], [-2.405359, -0.097284, -4.175818], [-1.815727, 0.196158, -3.016055], [-2.356163, 0.166997, -1.912757], [-0.466954, 0.451309, -3.222056], [0.422406, 0.695752, -2.141201], [-4.261173, -0.705874, -5.116436], [-4.335965, -0.178343, -3.513010], [-3.636792, -1.704394, -3.756553], [1.264339, 0.027013, -2.320195], [0.091799, 0.395164, -1.146999], [0.821308, 1.710137, -2.141745]],
  "atomic_forces_ev_per_a": [[5.61, 3.13, -1.85], [-5.68, -0.06, -0.78], [-0.06, 0.66, 1.18], [-0.46, -0.10, 0.06], [-2.00, 1.15, -1.33], [-3.22, 1.78, 5.41], [2.32, 1.11, 1.40], [-0.38, -0.33, 0.03], [0.38, -0.41, -0.47], [-0.26, 0.06, 0.10], [-0.14, -0.09, -0.41], [0.40, -0.57, -0.01], [-0.11, 0.29, 0.24], [-0.36, -0.31, -0.39], [-0.90, 0.20, -0.30], [0.76, 1.35, -0.37], [-0.05, 0.87, -0.87], [-1.43, 0.49, 0.62], [0.77, -1.00, 0.99], [-0.07, -1.74, 2.66], [0.02, 0.19, -0.06], [-0.03, -0.20, 0.19], [-0.50, -0.46, 0.29], [0.28, -0.32, -0.32], [-0.12, -1.12, -0.29], [-0.14, -0.20, -0.14], [0.31, -0.07, -0.20], [-0.83, -0.09, 0.57], [-1.25, 0.05, 1.15], [2.13, 1.41, -0.76], [1.71, -0.13, 0.86], [0.29, 1.17, 2.62], [1.27, 1.09, 0.71], [0.08, -0.12, 0.15], [-0.18, 0.42, -0.20], [0.37, 0.32, 0.51], [0.98, -0.62, -0.53], [0.18, 0.70, -0.32], [-0.46, 0.15, -0.21], [0.20, 2.01, 2.04], [0.36, 0.08, -0.24], [1.02, -1.83, 2.21], [1.28, -0.17, 0.50], [2.44, -0.03, 1.50], [-2.54, -2.04, -1.57], [-0.39, 1.62, -0.01], [-0.01, 0.05, -0.27], [1.46, -3.85, 0.45], [0.35, -1.46, -0.01], [0.94, -1.04, -0.15], [-0.19, 0.16, -0.30], [-0.23, 0.38, -0.19], [-0.20, 0.25, -0.19], [-1.73, -0.16, 2.06], [1.29, 0.79, -0.16], [2.97, -1.15, -1.54], [1.07, -4.48, -3.84], [-4.77, -0.53, -0.52], [0.26, 0.78, -3.19], [1.22, 0.14, -0.50], [-0.08, 0.33, 0.16], [0.31, -0.27, -0.47], [-0.81, 0.51, -1.18], [-1.60, 2.06, -3.12], [-1.91, -0.79, -1.38]]
}

---

no.,total energy (eV),LUMO energy (eV)
1,-117363.710,1.769
2,-40777.973,-6.397